Entry 1:
# C24H33N3O15SSeSi2TeW

A molecular structure, C24H33N3O15SSeSi2TeW (ωB97M-V with the def2-TZVPD basis set, OMol25).

## Properties
Spin multiplicity ... 1
Calculated total energy ... -161652.871 eV

XYZ file:
```
81
Properties=species:S:1:pos:R:3:forces:R:3:mulliken_charge:R:1
W 1.029 0.051 -1.155 -4.153 0.691 -2.700 1.5971
O 2.910 3.014 -0.725 -0.368 0.032 -0.202 -0.5699
C 2.460 2.321 -1.606 1.131 1.397 -0.326 -0.4692
O 1.177 1.916 -1.574 0.414 1.295 -0.293 -0.3721
C 3.254 1.880 -2.779 -0.287 -0.706 -0.113 1.4810
C 4.326 2.620 -3.215 0.098 0.178 -0.040 -0.6949
C 5.073 2.162 -4.289 -0.388 -0.158 0.252 -0.5495
C 4.789 0.949 -4.892 0.146 0.042 -0.189 -0.3967
C 3.736 0.181 -4.444 -0.449 0.305 0.536 -0.7446
C 2.910 0.631 -3.378 0.422 0.557 -0.077 1.0148
O 1.894 -0.026 -2.926 0.886 -0.294 -1.299 -0.1140
N 3.490 -1.102 -5.106 0.089 -0.317 -0.332 1.0925
O 2.649 -1.846 -4.657 0.086 0.183 -0.002 -0.5646
O 4.170 -1.342 -6.093 -0.056 0.049 0.116 -0.7076
N 6.171 2.977 -4.786 0.328 0.143 -0.165 1.0594
O 6.393 4.033 -4.219 -0.051 -0.155 -0.067 -0.6368
O 6.802 2.560 -5.739 -0.095 0.041 0.134 -0.6316
H 4.571 3.558 -2.738 0.032 -0.002 0.016 0.6742
H 5.391 0.603 -5.719 -0.025 -0.033 0.017 0.6582
C -6.249 -3.445 -2.572 0.017 0.069 -0.103 -1.5198
C -5.261 -2.438 -2.059 -0.013 0.004 0.070 1.0411
C -3.891 -2.654 -2.178 0.024 0.042 0.062 -1.1933
C -2.975 -1.763 -1.644 0.038 0.073 -0.055 -0.4217
C -3.441 -0.611 -1.022 0.181 0.010 0.095 0.2379
C -4.804 -0.364 -0.906 0.017 0.201 -0.050 -0.7679
C -5.702 -1.276 -1.429 0.046 -0.065 -0.039 -0.7654
S -2.394 0.369 0.049 -0.239 0.413 0.511 0.5834
O -3.235 1.326 0.707 -0.073 0.051 0.007 -0.7759
O -2.036 -0.803 0.998 0.679 -0.008 -0.325 0.3002
N -1.090 1.070 -0.539 -0.411 -0.450 -0.066 -0.0416
C -1.436 1.684 -1.844 -0.068 -0.251 0.131 -1.0881
C -0.667 0.829 -2.865 -1.647 1.518 -1.454 1.0013
O -0.318 1.212 -3.943 -0.505 -0.313 0.105 -0.6543
O -0.422 -0.362 -2.327 -0.167 -0.763 -1.471 -0.3496
H -5.761 -4.392 -2.792 -0.034 -0.022 -0.011 0.3624
H -6.717 -3.082 -3.489 -0.009 -0.033 -0.012 0.3120
H -7.042 -3.618 -1.845 0.004 -0.014 0.006 0.3905
H -3.526 -3.551 -2.661 -0.015 -0.012 -0.002 0.3778
H -1.922 -1.978 -1.700 0.125 -0.007 -0.010 0.6413
H -5.142 0.519 -0.383 -0.036 -0.024 -0.007 0.5337
H -6.765 -1.101 -1.314 -0.007 0.035 -0.022 0.4155
H -1.121 2.722 -1.882 -0.012 -0.009 -0.029 0.4519
H -2.510 1.621 -2.044 0.066 0.152 -0.210 0.6603
O 1.262 -1.829 -1.358 -0.318 -0.907 -0.615 -0.7905
Se 2.733 -1.652 -0.491 4.915 -4.599 1.984 0.5918
O 3.861 -2.167 -1.485 0.330 -0.242 -0.231 -0.7118
O 2.864 0.097 -0.656 1.108 -0.261 -0.417 -0.5895
O 0.725 -0.557 0.547 -1.361 -0.658 2.271 -0.4442
C -3.274 -2.858 4.002 0.392 -0.121 -0.009 -1.1655
Si -1.684 -2.569 3.018 -0.512 0.091 0.314 0.3365
C -0.126 -2.772 4.059 -0.278 0.137 -0.182 -0.9583
C -1.602 -3.678 1.508 -0.049 0.267 0.127 -0.7595
C -1.901 -0.712 2.462 0.349 -0.127 -0.346 0.2820
Te 1.174 1.245 1.170 -1.106 1.549 4.397 0.2372
C 1.951 0.700 3.099 0.539 1.258 -1.221 -0.5228
Si 1.587 2.498 3.671 0.545 0.339 2.817 0.3739
C 2.666 2.636 5.229 -0.205 0.140 -0.235 -1.1775
C 2.103 3.960 2.591 -0.199 -0.792 -0.579 -1.2008
C -0.212 2.624 4.241 0.256 -0.097 -0.374 -0.8902
H -3.368 -3.889 4.347 0.010 -0.018 0.000 0.3567
H -4.153 -2.627 3.398 0.039 0.004 -0.076 0.3336
H -3.304 -2.213 4.884 0.010 0.017 0.009 0.3233
H -0.016 -3.809 4.381 -0.045 -0.017 -0.013 0.3761
H -0.126 -2.147 4.954 -0.020 0.034 -0.019 0.3372
H 0.750 -2.523 3.459 0.062 0.025 -0.016 0.2229
H -1.361 -4.712 1.760 -0.022 0.035 0.138 0.4661
H -0.830 -3.314 0.836 0.193 0.048 -0.182 0.1105
H -2.542 -3.674 0.955 -0.057 0.027 0.009 0.2155
H -1.052 -0.060 2.671 0.034 -0.043 0.114 -0.5416
H -2.807 -0.234 2.835 -0.010 -0.085 0.107 0.5264
H 3.003 0.425 3.105 -0.007 -0.011 0.013 0.6429
H 1.341 -0.006 3.653 -0.318 -0.073 -0.275 0.0414
H 3.729 2.664 4.981 0.009 -0.002 -0.046 0.3218
H 2.510 1.798 5.910 -0.053 -0.033 -0.014 0.3237
H 2.432 3.554 5.772 0.024 0.020 0.035 0.3208
H 3.070 3.775 2.119 0.035 0.087 -0.021 0.3899
H 2.186 4.856 3.204 -0.074 -0.083 0.180 0.4239
H 1.383 4.149 1.793 0.065 0.202 -0.044 0.4068
H -0.419 1.923 5.052 0.072 -0.061 0.000 0.2681
H -0.906 2.421 3.424 -0.095 0.065 0.041 0.2512
H -0.414 3.627 4.621 0.021 0.042 -0.033 0.4143
```
Forces are in eV/Å.

Entry 2:
# ClH2O

2 unconnected molecules or ions with the total composition ClH2O (ωB97M-V with the def2-TZVPD basis set, OMol25).

## Properties
Energy above the lowest of the compared OMol25 structures with the same formula, charge and spin ... 0.152 eV
Charge ... -1
Spin multiplicity ... 1

XYZ file:
```
4
Properties=species:S:1:pos:R:3:forces:R:3:nbo_charge:R:1
O -0.987 0.248 0.113 0.036 -0.273 1.168 -0.9798
H -0.008 0.287 0.023 -0.224 -0.306 -0.357 0.5157
H -1.139 -0.205 0.973 0.311 0.485 -1.015 0.4470
Cl 2.134 -0.331 -1.109 -0.124 0.095 0.203 -0.9829
```
Forces are in eV/Å.

Entry 3:
# C2H4N4S2

C2H4N4S2 in the gas phase (ωB97M-V with the def2-TZVPD basis set, OMol25).

## Properties
Energy above the lowest of the compared OMol25 structures with the same formula, charge and spin ... 1.727 eV
Structure (SMILES) ... N/N=C1/SN=CNS1
Spin multiplicity ... 1

XYZ file:
```
12
Properties=species:S:1:pos:R:3:forces:R:3:nbo_charge:R:1
C -0.577 0.679 -0.275 0.221 -0.004 0.093 -0.1771
C 2.312 -0.159 0.043 -0.200 0.391 -0.020 0.2413
H -3.533 0.548 0.526 -0.616 0.347 0.497 0.3680
H -2.569 -0.736 0.127 0.071 -0.361 -0.019 0.3468
H 1.518 -2.016 0.523 0.064 0.678 -0.119 0.4111
H 3.302 -0.548 0.198 0.442 -0.101 0.019 0.1822
N -2.805 0.228 -0.066 0.459 -0.261 -0.478 -0.6272
N -1.738 1.071 0.027 0.122 0.314 -0.084 -0.2325
N 1.292 -1.051 0.273 -0.586 -0.655 -0.091 -0.7653
N 2.192 1.071 -0.260 -0.281 -0.163 -0.006 -0.6147
S -0.115 -0.981 -0.741 0.188 0.174 0.168 0.3676
S 0.721 1.894 -0.376 0.115 -0.360 0.041 0.4998
```
Forces are in eV/Å.

Entry 4:
# H10O4S2

5 unconnected molecules or ions with the total composition H10O4S2 (ωB97M-V with the def2-TZVPD basis set, OMol25).

## Properties
Energy above the lowest of the compared OMol25 structures with the same formula, charge and spin ... 0.997 eV
Structure (SMILES) ... SS.O.O.O.O
Spin multiplicity ... 1

XYZ file:
```
16
Properties=species:S:1:pos:R:3:forces:R:3:nbo_charge:R:1
S 2.337 0.661 0.687 0.779 0.348 0.266 -0.1172
S 0.723 0.758 -0.521 -0.861 -0.260 0.271 -0.1560
H 2.629 -0.650 0.686 -0.228 -0.094 -0.130 0.1302
H 1.167 0.854 -1.773 0.614 0.046 0.004 0.1385
H -2.963 -0.910 2.075 0.700 0.352 -0.187 0.4756
H -1.380 -1.052 1.679 -0.246 0.461 -0.030 0.4876
O -2.173 -1.461 2.031 -0.451 -0.874 0.225 -0.9627
H -2.955 2.146 -0.585 0.138 -0.515 -0.115 0.4789
H -2.654 0.987 0.473 -0.024 0.216 -0.619 0.4698
O -2.868 1.918 0.342 -0.099 0.280 0.712 -0.9493
H -1.023 -0.678 -2.163 -0.609 0.378 0.426 0.4672
H -0.062 -0.719 -3.211 0.494 0.190 -0.762 0.4657
O -0.666 -0.081 -2.828 -0.235 -0.702 -0.061 -0.9218
H 0.515 -1.911 -0.141 -0.119 -0.284 -0.214 0.4731
H 0.187 -3.422 0.243 -0.001 0.375 -0.249 0.4803
O 0.465 -2.559 0.570 0.147 0.082 0.463 -0.9598
```
Forces are in eV/Å.

What did the fourth record say?
# H10O4S2

5 unconnected molecules or ions with the total composition H10O4S2 (ωB97M-V with the def2-TZVPD basis set, OMol25).

## Properties
Energy above the lowest of the compared OMol25 structures with the same formula, charge and spin ... 0.997 eV
Structure (SMILES) ... SS.O.O.O.O
Spin multiplicity ... 1

XYZ file:
```
16
Properties=species:S:1:pos:R:3:forces:R:3:nbo_charge:R:1
S 2.337 0.661 0.687 0.779 0.348 0.266 -0.1172
S 0.723 0.758 -0.521 -0.861 -0.260 0.271 -0.1560
H 2.629 -0.650 0.686 -0.228 -0.094 -0.130 0.1302
H 1.167 0.854 -1.773 0.614 0.046 0.004 0.1385
H -2.963 -0.910 2.075 0.700 0.352 -0.187 0.4756
H -1.380 -1.052 1.679 -0.246 0.461 -0.030 0.4876
O -2.173 -1.461 2.031 -0.451 -0.874 0.225 -0.9627
H -2.955 2.146 -0.585 0.138 -0.515 -0.115 0.4789
H -2.654 0.987 0.473 -0.024 0.216 -0.619 0.4698
O -2.868 1.918 0.342 -0.099 0.280 0.712 -0.9493
H -1.023 -0.678 -2.163 -0.609 0.378 0.426 0.4672
H -0.062 -0.719 -3.211 0.494 0.190 -0.762 0.4657
O -0.666 -0.081 -2.828 -0.235 -0.702 -0.061 -0.9218
H 0.515 -1.911 -0.141 -0.119 -0.284 -0.214 0.4731
H 0.187 -3.422 0.243 -0.001 0.375 -0.249 0.4803
O 0.465 -2.559 0.570 0.147 0.082 0.463 -0.9598
```
Forces are in eV/Å.

What did the third record say?
# C2H4N4S2

C2H4N4S2 in the gas phase (ωB97M-V with the def2-TZVPD basis set, OMol25).

## Properties
Energy above the lowest of the compared OMol25 structures with the same formula, charge and spin ... 1.727 eV
Structure (SMILES) ... N/N=C1/SN=CNS1
Spin multiplicity ... 1

XYZ file:
```
12
Properties=species:S:1:pos:R:3:forces:R:3:nbo_charge:R:1
C -0.577 0.679 -0.275 0.221 -0.004 0.093 -0.1771
C 2.312 -0.159 0.043 -0.200 0.391 -0.020 0.2413
H -3.533 0.548 0.526 -0.616 0.347 0.497 0.3680
H -2.569 -0.736 0.127 0.071 -0.361 -0.019 0.3468
H 1.518 -2.016 0.523 0.064 0.678 -0.119 0.4111
H 3.302 -0.548 0.198 0.442 -0.101 0.019 0.1822
N -2.805 0.228 -0.066 0.459 -0.261 -0.478 -0.6272
N -1.738 1.071 0.027 0.122 0.314 -0.084 -0.2325
N 1.292 -1.051 0.273 -0.586 -0.655 -0.091 -0.7653
N 2.192 1.071 -0.260 -0.281 -0.163 -0.006 -0.6147
S -0.115 -0.981 -0.741 0.188 0.174 0.168 0.3676
S 0.721 1.894 -0.376 0.115 -0.360 0.041 0.4998
```
Forces are in eV/Å.